Record 1
Here is a 7-piece molecular cluster, C24H50NO13S5 overall from the OMol25 dataset. Energies are from ωB97M-V/def2-TZVPD.

Its max |F| is 0.2015 Eh/bohr. The relative energy (zero: lowest compared OMol25 entry of this formula, charge and spin) is 2.585 eV. The frontier orbital gap comes out at 9.92 eV. As for the LUMO energy: -2.011 eV. As for the charge: +1.

Element x y z (Å)
N 0.62480 -0.12398 -0.26350
H 0.53735 0.09587 -1.15409
H -0.03718 0.15737 0.37105
H 1.62864 0.27848 -0.15306
H 0.67381 -1.06112 0.08487
C -4.09462 -3.39052 -1.63901
C -3.72890 -2.97975 -0.19587
C -3.85149 -3.90390 1.01359
O -2.48843 -4.05411 1.47213
C -1.73220 -3.18177 0.82330
O -0.48962 -3.05635 0.99218
O -2.39084 -2.47239 -0.07773
H -4.18325 -2.57841 -2.44009
H -5.14892 -3.66756 -1.50621
H -3.56043 -4.16872 -1.95867
H -4.35184 -1.95547 0.04016
H -4.44416 -4.89217 0.69319
H -4.33051 -3.43429 1.83836
C -1.27211 5.89198 1.15084
C -0.76259 5.42749 2.54381
C 0.60703 4.87211 2.23269
S 0.47514 4.04819 0.72555
O 0.33092 2.57189 0.89698
O 1.53555 4.46964 -0.13760
C -1.06910 4.72389 0.14292
H -0.65852 6.67287 0.76169
H -2.25917 6.02781 1.24416
H -1.48509 4.56175 3.00020
H -0.71034 6.19968 3.28364
H 1.00743 4.15522 3.08720
H 1.25170 5.68709 2.34186
H -1.80950 3.87187 0.26911
H -1.06102 5.08358 -0.81221
C 0.30254 -5.60569 -1.50524
C -0.51211 -5.83043 -2.88200
C -0.61365 -4.56110 -3.60386
S 0.57910 -3.39436 -2.95298
O -0.09790 -2.38987 -2.24084
O 1.47735 -3.18961 -4.00925
C 1.40435 -4.57423 -1.83935
H 1.00973 -6.48461 -0.96247
H -0.43265 -5.07691 -0.80510
H -1.46186 -6.41129 -2.67571
H 0.16208 -6.39497 -3.54873
H -1.68652 -4.15289 -3.28942
H -0.79959 -4.50120 -4.68369
H 1.98656 -4.03756 -0.98788
H 2.34510 -5.04510 -2.28001
C -0.12390 -2.60265 5.01846
C 1.16527 -2.22805 5.73093
C 1.94235 -1.27328 4.86436
S 0.80270 -0.25631 3.95282
O 1.33766 -0.34586 2.66766
O 0.64305 1.04238 4.62256
C -0.59231 -1.36558 4.29923
H -0.62593 -3.03010 5.72395
H 0.18284 -3.32516 4.22991
H 1.87498 -2.85860 5.96175
H 0.99219 -1.76261 6.59357
H 2.45000 -1.61183 4.08056
H 2.56383 -0.44005 5.53914
H -1.35200 -1.45563 3.42474
H -1.25452 -0.74873 5.09866
C -4.04729 1.26611 -1.41337
C -3.47406 0.19011 -2.31462
C -2.33554 0.61050 -3.21020
S -2.08231 2.34425 -2.71300
O -1.73788 3.13474 -3.78808
O -1.21230 2.34586 -1.64635
C -3.72720 2.50525 -2.08120
H -3.37501 1.34201 -0.52748
H -4.89491 1.24058 -1.05774
H -4.40524 -0.41902 -2.89217
H -3.07074 -0.61138 -1.57464
H -2.78034 0.81515 -4.19664
H -1.53490 0.01594 -3.47037
H -4.30909 2.76002 -2.78561
H -3.99780 3.47310 -1.32645
C 6.18772 3.76037 -0.71081
C 6.49329 2.71043 -1.88177
C 5.62977 1.60785 -1.41696
S 4.09340 2.34810 -1.20936
O 3.29445 1.72537 -0.22991
O 3.53716 2.54094 -2.59312
C 4.72992 3.86266 -0.65778
H 6.46525 4.77010 -0.96277
H 6.47615 3.45252 0.20026
H 7.49171 2.49302 -1.67292
H 6.27476 2.92258 -2.86117
H 5.87653 1.28215 -0.44919
H 5.63304 0.76983 -2.00171
H 4.30312 4.11048 0.30168
H 4.07710 4.66596 -1.06975

***

Record 2
Here is C10H10ClN2O2RuSSbSe4 as an isolated structure from the OMol25 dataset. Energies are from ωB97M-V/def2-TZVPD.

Its spin multiplicity is 2. Its max |F| is 0.0016 Eh/bohr. The relative energy (zero: lowest compared OMol25 entry of this formula, charge and spin) is 0.000 eV. The frontier orbital gap (spin up / spin down) comes out at 6.26 / 6.02 eV. As for the LUMO energy (spin up / spin down): 1.793 / 1.559 eV. As for the charge: -1.

Element x y z (Å)
Ru -0.68276 1.61504 0.61054
Se -5.78172 3.51637 -0.05957
Sb -4.19037 1.93060 0.74727
Se -2.13796 2.94260 1.90564
Se -2.50099 1.11118 -0.94909
Se -5.00304 0.07781 2.10250
Cl 6.50167 0.25055 -0.51048
C 4.76879 0.44808 -0.55683
C 4.04020 -0.09183 -1.62613
C 2.68229 0.05701 -1.67661
C 1.95289 0.74405 -0.66411
O 0.67238 0.82343 -0.79240
C 2.71730 1.28815 0.40856
C 2.17056 2.04673 1.50534
O 0.99819 2.31827 1.75013
C 4.11880 1.12636 0.43141
H 4.56313 -0.62279 -2.41110
H 2.11206 -0.34574 -2.50390
H 2.92253 2.43899 2.20750
H 4.68114 1.55108 1.25439
S -0.58271 -0.25272 1.90655
C -1.38160 -1.33443 0.80403
N -2.56393 -1.86590 1.02156
C -3.05928 -2.51959 -0.18930
C -1.87657 -2.37997 -1.17463
N -0.84458 -1.74590 -0.34995
H -3.22763 -1.36073 1.63825
H -3.95447 -1.99769 -0.52747
H -3.30573 -3.56178 0.01231
H -2.12737 -1.73299 -2.01521
H -1.53320 -3.34581 -1.54343
H -0.14802 -1.12840 -0.75579

***

Among the records above, which one has the highest charge? C24H50NO13S5

***

Look up the charge of the second one. -1

***

relative energy (zero: lowest compared OMol25 entry of this formula, charge and spin) of number 2 (C10H10ClN2O2RuSSbSe4)? 0.000 eV

***

relative energy (zero: lowest compared OMol25 entry of this formula, charge and spin) of number 2 (C10H10ClN2O2RuSSbSe4)? 0.000 eV